Run P
A molecular structure, C38H56BCl2CsIN7O6S7, computed with the ωB97M-V functional and the def2-TZVPD basis.

Results
Spin multiplicity: 1
E_HOMO, eV: -2.6315
Lowest unoccupied orbital energy, eV: 3.47
Total charge: -2
Kohn-Sham gap, eV: 6.11

```
119
C38H56BCl2CsIN7O6S7 (the ωB97M-V functional and the def2-TZVPD basis)
S -3.54953 -3.04165 -3.93730
S -0.64851 -3.63156 -1.62245
N 4.32249 1.54244 0.71878
O 2.04193 3.94618 -0.83943
N 1.52863 -3.22394 3.17770
C -0.00568 4.77755 -2.45379
C 0.10818 -0.92509 -5.74149
H 5.90580 1.37277 -2.28976
H -1.88892 0.93616 5.59756
S 1.80656 -0.63658 -3.48789
S -1.30540 -0.35917 -4.74156
H 6.06570 -0.47812 0.36725
C -6.12309 -0.58018 -1.39230
H -2.46702 -5.15458 -4.37827
H -3.55846 -0.44321 -5.30873
H -2.81107 -4.85790 -2.68585
O 1.53310 1.78188 -1.14109
H 2.31914 -5.02930 1.36415
C 3.93569 2.63429 1.50030
C -1.13123 5.19104 -3.14866
H 3.26675 -3.14287 4.47564
H -0.25993 -1.63614 -6.48757
H 2.10243 -1.68176 -5.57567
H -1.21985 6.21407 -3.49307
C 6.51713 0.51167 0.33036
N -1.47761 2.19609 3.88476
H 0.57687 -4.79951 1.13418
N -0.91109 2.57200 -2.24384
H 4.23158 1.84333 -1.92309
H 0.80306 5.45518 -2.22507
H -3.79752 1.92371 5.31320
C 2.56987 -2.60631 3.86277
H 3.28255 -5.26722 3.67482
H -3.71781 -2.78050 -6.30838
C 2.27283 -5.38406 4.07230
H -0.83147 -2.98153 -3.89385
H -3.04363 4.54428 -3.91935
H 0.18853 -0.48923 4.63770
H -0.91380 -4.38649 3.24243
H 4.72357 0.17171 -1.71292
H 2.24846 -5.02972 5.10426
O -6.84674 -1.55015 -1.25729
H 6.53094 3.19095 0.78393
C -1.99354 2.98926 -2.88533
C -2.70126 -1.00626 -5.68228
H -1.38533 4.83675 3.24221
H 0.95131 -2.57532 -4.60728
C -3.32810 2.90897 5.33853
H 4.48669 3.55391 1.54015
H -0.32808 -1.02273 -2.44763
C -2.95603 -2.50772 -5.57356
C 0.89741 -2.69278 -1.77341
H -2.73000 5.33260 4.29563
H -4.17966 0.70252 -2.02021
Cl -8.01927 0.75835 0.14231
H 5.42511 3.67969 -0.52129
C -3.11434 1.99437 -3.06347
I -4.90441 -0.70145 3.71618
C 5.49568 1.52511 -0.18712
Cl -7.05489 1.76075 -2.43044
C 2.80326 2.28021 2.14178
H -2.68625 2.99504 6.21892
H -2.05385 -3.07393 -5.81864
H -0.17239 -4.56011 4.84175
H 2.60221 3.55692 -0.14286
C -1.93858 4.59434 4.14788
H -0.37025 -5.98262 3.79961
C -6.64087 0.82613 -0.95703
H -4.02204 2.11617 2.88839
C -0.23174 0.42620 4.26742
H 6.96212 2.90134 -0.90097
H 0.94557 -0.57284 -1.32975
H 7.38492 0.48622 -0.33395
S -0.50957 -2.45441 1.47748
C 1.26540 2.93451 -1.30177
H 0.53172 0.14115 1.02959
C 2.52310 -1.29799 3.55876
N 2.48544 0.99395 1.78785
H 3.17764 -0.49634 3.85148
N 1.46705 -1.09022 2.70370
N 0.22062 1.03363 3.10544
C 0.06276 3.45270 -2.04250
H -3.07463 3.28874 1.93435
S -0.34373 3.22271 1.59505
C -0.14862 -4.91270 3.80807
H -1.25897 4.63907 5.00301
H 6.85172 0.78991 1.33296
B 1.11611 0.27396 2.05924
C 6.13209 2.91463 -0.19435
O -3.51804 1.50276 -1.92000
H 1.18514 -6.32137 1.81311
C 3.42823 0.52148 0.92290
C -1.26316 1.13456 4.75062
H 0.50540 -0.05937 -6.27471
C 1.23512 -4.67635 3.20202
C -3.55785 3.10471 2.89003
C 1.22807 -1.57143 -4.92828
O -4.93186 -0.54280 -1.84386
C -2.56458 3.20235 4.04786
H 2.17088 2.85940 2.78981
C -0.96795 -3.93183 -3.37699
H -2.57471 -0.73479 -6.73445
C 5.05948 1.20027 -1.61964
C 1.33223 -5.23903 1.78290
H 2.03304 -6.44783 4.07819
H -4.12044 3.65369 5.42991
H -0.25083 -4.65505 -3.77696
C 0.70269 -1.22351 -2.16968
S 3.50139 -1.04731 0.28816
C -2.14343 4.27930 -3.38143
C 0.84695 -2.26847 2.46930
C -2.40669 -4.39957 -3.59182
H 1.54741 -3.22237 -2.47395
H -4.34531 3.84716 3.04163
H 1.36376 -2.74282 -0.78977
C -0.56622 2.11929 2.86430
Cs -3.49223 -1.16768 0.47816
O -3.59256 1.76228 -4.15393
H -5.85890 1.39342 -0.46080
```

---

Run Q
A molecular structure, C38H56BCl2CsIN7O6S7, computed with the ωB97M-V functional and the def2-TZVPD basis.

Results
Spin multiplicity: 1
E_HOMO, eV: -2.3630
Lowest unoccupied orbital energy, eV: 3.49
Total charge: -2
Kohn-Sham gap, eV: 5.85

```
119
C38H56BCl2CsIN7O6S7 (the ωB97M-V functional and the def2-TZVPD basis)
O -5.79163 -0.02284 0.44142
C 0.75036 -2.12636 3.79498
C 5.88256 2.47730 3.16513
H -4.58615 -1.80495 -3.49242
H 6.81830 -0.88783 -3.13303
C -1.92275 3.50413 1.05866
C -0.40752 4.04764 -1.94161
O -0.78047 4.02442 1.41700
H -0.93853 -2.97636 5.67465
N 2.67385 0.57693 -2.14986
H 6.24546 2.40671 4.19009
C 4.44968 1.94908 3.13096
N 0.72179 2.16158 -1.67245
C 0.19300 -3.38310 3.14609
C -2.92158 -5.39141 3.14527
H 4.02806 2.66177 5.12471
C -4.32967 4.58695 1.46041
H 0.97570 -4.14529 3.13310
H -2.14340 -4.91007 -0.48741
Cl -6.50766 -3.10489 -3.79895
H 5.78477 -2.89549 -5.19349
H -2.70509 3.22494 -5.64798
C -3.22530 3.86496 0.94892
O -3.89193 -0.06955 -0.73622
H -1.17829 -1.53017 6.67866
C 4.66514 2.50434 0.67052
O -4.21073 -3.23335 -1.46134
N 3.91290 2.08455 1.75730
C 3.90617 2.36390 -0.42652
H -1.53330 1.99698 -5.13577
N -3.44387 2.70400 0.11808
C 3.55066 0.07038 -4.10876
C -5.23180 -2.54403 -1.50691
H 3.43220 0.10198 3.59521
H -4.61592 -4.59340 4.21987
H -0.75386 5.06237 -1.89506
C 4.94980 -1.95039 -3.46828
H 6.93357 -2.65442 -2.96721
H -3.22842 -0.97025 5.33644
S -0.46178 -0.94603 4.46605
C 2.69882 0.90247 -3.48653
C 6.30492 -1.78335 -2.77008
H -3.71331 2.64776 -2.09981
H 3.65292 3.83687 3.84098
H 6.54345 1.88735 2.52788
H 4.14418 2.56538 -1.45601
H 1.42458 -2.39679 4.61016
S 1.37477 1.09675 2.18996
S -3.30963 -4.74298 1.47985
C -2.22448 3.28189 -3.53826
Cs -2.13617 -1.91672 -1.49667
H 5.92823 3.52497 2.86108
H 4.85622 -4.10398 -3.30264
H 5.67898 2.84580 0.75346
H -6.57379 2.09958 0.97389
O -6.07816 -2.30195 -0.61808
C -4.69271 0.51899 -0.03033
C 4.25457 -3.23680 -3.02229
S -3.21424 -2.70817 3.75407
H -3.11750 -4.65891 5.18239
H -1.89185 5.42488 -3.75061
N 4.08697 -0.78586 -3.15506
H 4.22625 -2.13515 -5.50599
S -0.30002 -3.10652 1.41252
C 4.45408 0.46441 3.51455
C 2.68203 1.68283 1.28540
C -2.85185 -1.99180 5.39164
H -0.67018 -3.75814 3.69544
C -0.34149 1.87732 -2.48922
H -4.23170 2.52865 -3.79426
B 1.72202 1.13062 -1.05904
C 3.61981 2.78062 4.11874
H -2.91702 4.96968 -2.36242
C -1.35725 -1.96935 5.69430
H 1.37203 3.94536 -0.67345
H 6.15236 -1.68672 -1.69857
C -4.57383 1.94500 0.38878
H 5.69481 -1.13478 -5.34929
H -0.08163 -5.46287 1.69751
S -0.68081 0.38137 -3.17064
C -5.53854 3.98573 1.35906
N -1.03788 3.05696 -2.67753
C 5.17310 -2.02029 -4.97712
C -1.89375 -5.29947 0.49996
H 2.10473 1.69881 -3.89309
C -5.63420 2.62442 0.89437
H -1.91978 -6.38938 0.44557
C -3.39238 2.39141 -3.10860
C -5.50831 -1.92336 -2.92759
H 4.10982 -3.23965 -1.94530
H -1.83713 -5.43021 3.24146
H 0.14035 -4.96465 0.01080
H -3.32066 -6.40298 3.24738
C -2.66580 4.73875 -3.39919
H -0.14868 3.28383 1.70608
H -1.02485 3.68718 -5.29989
H 4.95675 0.32017 4.47338
H -4.18515 5.53366 1.96357
C -0.48987 -4.84628 0.89479
H -3.11195 1.34258 -3.11878
H 1.14696 0.25540 -0.48987
Cl -6.32104 -0.36172 -2.86913
H 3.27730 -3.33102 -3.49477
C 3.53693 -0.45528 -1.93467
C 0.65061 3.49246 -1.32938
H -3.41053 -2.53600 6.15622
C -3.53322 -4.46321 4.19220
O -2.08221 2.32171 0.32464
N 2.67899 1.86350 -0.05752
H -3.55582 4.88729 -4.00956
S 3.93523 -1.04628 -0.40663
H -5.89430 -0.96515 0.06678
H 1.30691 -1.53739 3.06156
H 4.96584 -0.11400 2.74300
H 3.80225 0.02099 -5.15037
H 2.58782 2.44730 4.11246
I -0.56691 -4.82049 -3.01546
C -1.84582 3.02825 -5.00356
H -6.43357 4.47399 1.72111
```

---

run P takes first place; second place is 538.8 kJ/mol up.